No. 1
Entry from the Open Molecules 2025 dataset: a single C3H5ClFN molecule (wB97M-V/def2-TZVPD).

Structure (SMILES) ... F[C@@H](Cl)[C@@H]1CN1
Energy above the lowest of the compared OMol25 structures with the same formula, charge and spin ... 0.224 eV
Kohn-Sham gap ... 11.09 eV
E_HOMO ... -10.14 eV
M ... 109.531 u
LUMO energy ... 0.95 eV

Each line ends with the Löwdin charge.
Positions of all 11 atoms, in Å:
1 C 0.502 0.230 -1.118  -0.682
2 C -0.563 0.170 -0.066  -0.371
3 C -0.132 -0.074 1.300  -0.169
4 H 1.354 -0.406 -0.825  0.117
5 H -1.370 0.887 -0.212  0.141
6 H 0.927 -0.187 1.564  0.117
7 H -0.743 0.437 2.080  0.121
8 H -0.298 -1.855 0.242  0.098
9 N -0.883 -1.100 0.597  0.044
10 F 0.065 -0.033 -2.369  -0.023
11 Cl 1.141 1.930 -1.193  0.607


No. 2
Entry from the Open Molecules 2025 dataset: a single C3H5ClFN3 molecule (wB97M-V/def2-TZVPD).

Structure (SMILES) ... [H]/N=C(NN)\C(F)=C\Cl
Energy above the lowest of the compared OMol25 structures with the same formula, charge and spin ... 0.543 eV
Kohn-Sham gap ... 9.41 eV
E_HOMO ... -9.42 eV
M ... 137.545 u
LUMO energy ... 0.00 eV

Each line ends with the Löwdin charge.
Positions of all 13 atoms, in Å:
1 C 0.239 0.043 -0.017  -0.347
2 C -1.147 -0.416 -0.024  -0.333
3 C -2.211 0.460 -0.143  -0.412
4 H 2.530 0.568 -0.658  0.135
5 H 2.581 -0.076 0.992  0.050
6 H 1.198 -1.923 -0.300  0.137
7 H -0.329 1.683 0.381  0.021
8 H -2.055 1.428 -0.529  0.056
9 N 2.518 -0.301 0.039  -0.027
10 N 1.276 -0.937 -0.054  -0.061
11 N 0.595 1.318 0.144  0.108
12 F -1.305 -1.712 0.097  0.093
13 Cl -3.889 -0.137 0.072  0.581


No. 3
Entry from the Open Molecules 2025 dataset: a single C3H5ClN2 molecule (wB97M-V/def2-TZVPD).

Structure (SMILES) ... C=N/N=C/CCl
Energy above the lowest of the compared OMol25 structures with the same formula, charge and spin ... 1.479 eV
Kohn-Sham gap ... 10.13 eV
E_HOMO ... -9.63 eV
M ... 104.540 u
LUMO energy ... 0.50 eV

Each line ends with the Löwdin charge.
Positions of all 11 atoms, in Å:
1 C 1.931 0.554 -0.113  -0.540
2 C 0.572 0.096 0.486  -0.236
3 C -2.501 -0.450 -0.305  -0.045
4 H 1.832 0.859 -1.101  0.039
5 H 2.333 1.346 0.496  0.060
6 H 0.459 0.184 1.546  0.105
7 H -3.530 -0.609 0.092  0.071
8 H -2.381 0.184 -1.223  0.079
9 N -0.264 -0.500 -0.218  -0.015
10 N -1.482 -0.814 0.404  -0.055
11 Cl 3.031 -0.850 -0.063  0.539


No. 4
Entry from the Open Molecules 2025 dataset: a single C3H5ClN2 molecule (wB97M-V/def2-TZVPD).

Structure (SMILES) ... [H]/N=C\N/C=C\Cl
Energy above the lowest of the compared OMol25 structures with the same formula, charge and spin ... 1.758 eV
Kohn-Sham gap ... 9.27 eV
E_HOMO ... -8.53 eV
M ... 104.540 u
LUMO energy ... 0.73 eV

Each line ends with the Löwdin charge.
Positions of all 11 atoms, in Å:
1 C 1.527 0.852 -0.117  -0.496
2 C 0.263 1.435 0.092  -0.174
3 C -1.564 -0.500 0.049  -0.289
4 H 2.411 1.342 -0.323  0.015
5 H 0.196 2.445 0.298  0.072
6 H -1.875 1.489 -0.192  0.091
7 H -0.727 -1.190 0.673  0.124
8 H -3.391 -0.100 -0.366  0.039
9 N -1.091 0.930 0.040  -0.003
10 N -2.766 -0.845 -0.070  0.063
11 Cl 1.708 -0.900 -0.002  0.557


No. 5
Entry from the Open Molecules 2025 dataset: a molecular structure, C3H5ClN2 (wB97M-V/def2-TZVPD).

Energy above the lowest of the compared OMol25 structures with the same formula, charge and spin ... 1.851 eV
<S²> ... 2.0069
Kohn-Sham gap (alpha / beta) ... 5.35 / 8.22 eV
E_HOMO (alpha / beta) ... -4.28 / -9.27 eV
M ... 104.540 u
LUMO energy (alpha / beta) ... 1.07 / -1.06 eV
Multiplicity ... 3

Each line ends with the Löwdin charge.
Positions of all 11 atoms, in Å:
1 C 0.019 0.167 0.159  -0.306
2 C 0.706 -0.392 -0.873  -0.766
3 C -0.022 1.373 0.996  -0.022
4 N -0.967 -0.903 -0.005  0.045
5 N -0.196 -1.523 -1.116  0.010
6 Cl 2.253 -0.308 -1.537  0.676
7 H -0.956 1.720 0.857  0.047
8 H 0.141 1.095 1.934  0.037
9 H 0.802 1.904 0.599  0.084
10 H -1.932 -0.663 -0.008  0.102
11 H 0.152 -2.470 -1.005  0.093


No. 6
Entry from the Open Molecules 2025 dataset: a single C3H5ClN2O molecule (wB97M-V/def2-TZVPD).

Energy above the lowest of the compared OMol25 structures with the same formula, charge and spin ... 6.294 eV
Kohn-Sham gap (alpha / beta) ... 8.89 / 8.96 eV
E_HOMO (alpha / beta) ... -9.50 / -9.41 eV
M ... 120.539 u
LUMO energy (alpha / beta) ... -0.61 / -0.44 eV

Each line ends with the Löwdin charge.
Positions of all 12 atoms, in Å:
1 C -0.101 -0.624 0.005  -0.450
2 C -0.124 0.929 -0.104  -0.221
3 C 1.074 -1.212 -0.864  -0.010
4 N -1.018 -1.207 0.530  0.236
5 N -1.948 0.966 1.335  -0.369
6 O -1.314 1.427 0.284  -0.212
7 Cl -1.157 1.146 2.874  0.530
8 H 0.752 1.288 0.447  0.120
9 H 0.121 1.242 -1.145  0.143
10 H 1.843 -0.511 -1.124  0.063
11 H 0.460 -1.316 -1.803  0.105
12 H 1.412 -2.129 -0.434  0.065


No. 7
Entry from the Open Molecules 2025 dataset: 2 unconnected molecules or ions with the total composition C3H5ClN2S (wB97M-V/def2-TZVPD).

Energy above the lowest of the compared OMol25 structures with the same formula, charge and spin ... 3.468 eV
Kohn-Sham gap (alpha / beta) ... 7.63 / 7.08 eV
E_HOMO (alpha / beta) ... -9.81 / -9.44 eV
M ... 136.607 u
LUMO energy (alpha / beta) ... -2.18 / -2.36 eV

Each line ends with the Löwdin charge.
Positions of all 12 atoms, in Å:
1 C 0.438 -1.507 -1.603  -0.322
2 C 0.545 0.709 -0.677  -0.301
3 C -0.453 0.446 0.382  -0.636
4 N 1.026 -0.486 -1.368  0.104
5 N 0.171 -2.664 -1.892  -0.028
6 S -2.237 0.397 -0.043  0.618
7 Cl 1.043 -4.483 -0.584  0.012
8 H 0.279 1.442 -1.617  0.171
9 H 1.456 1.152 -0.186  0.120
10 H -0.269 -0.442 0.940  0.061
11 H -0.314 1.255 1.113  0.072
12 H -0.081 -3.209 -2.782  0.129


No. 8
Entry from the Open Molecules 2025 dataset: a single C3H5ClN2S2 molecule (wB97M-V/def2-TZVPD).

Structure (SMILES) ... NC(=S)/C(CCl)=N\S
Energy above the lowest of the compared OMol25 structures with the same formula, charge and spin ... 1.904 eV
Kohn-Sham gap ... 8.41 eV
E_HOMO ... -8.49 eV
M ... 168.674 u
LUMO energy ... -0.08 eV

Each line ends with the Löwdin charge.
Positions of all 13 atoms, in Å:
1 C -0.362 -0.893 0.608  -0.992
2 C 0.113 0.070 -0.412  -0.622
3 C 0.010 -0.254 -1.861  -0.648
4 H -1.025 -1.177 2.352  0.121
5 H -1.222 0.622 1.901  0.191
6 H 0.189 0.821 -2.485  0.138
7 H 0.682 -1.048 -2.395  0.105
8 H 1.825 2.608 1.089  -0.082
9 N -1.117 -0.501 1.564  0.072
10 N 0.792 1.127 -0.059  -0.335
11 S 0.520 -2.235 0.351  0.747
12 S 1.247 1.406 1.563  0.706
13 Cl -1.654 -0.547 -2.216  0.600


No. 9
Entry from the Open Molecules 2025 dataset: a single C3H5ClO molecule (wB97M-V/def2-TZVPD).

Structure (SMILES) ... ClC1COC1
Energy above the lowest of the compared OMol25 structures with the same formula, charge and spin ... 1.510 eV
Kohn-Sham gap ... 11.27 eV
E_HOMO ... -10.24 eV
M ... 92.525 u
LUMO energy ... 1.03 eV

Each line ends with the Löwdin charge.
Positions of all 10 atoms, in Å:
1 C -0.360 0.384 0.116  -0.582
2 C -0.467 -1.151 0.630  -0.152
3 C -0.619 -0.312 -1.238  -0.196
4 H -1.179 1.108 0.363  0.105
5 H 0.564 -1.516 0.532  0.108
6 H -1.088 -1.370 1.478  0.110
7 H -1.310 0.085 -2.021  0.132
8 H 0.401 -0.567 -1.572  0.110
9 O -1.215 -1.483 -0.580  -0.149
10 Cl 1.236 1.212 0.519  0.515


No. 10
Entry from the Open Molecules 2025 dataset: a molecular structure, C3H5ClO2S (wB97M-V/def2-TZVPD).

Energy above the lowest of the compared OMol25 structures with the same formula, charge and spin ... 4.159 eV
Kohn-Sham gap (alpha / beta) ... 8.23 / 8.23 eV
E_HOMO (alpha / beta) ... -10.35 / -10.35 eV
M ... 140.591 u
LUMO energy (alpha / beta) ... -2.12 / -2.12 eV

Each line ends with the Löwdin charge.
Positions of all 12 atoms, in Å:
1 C 0.826 -0.283 -0.728  -0.401
2 C -1.340 -0.029 0.625  -0.116
3 C -0.606 -0.267 -0.705  -0.413
4 O 3.097 0.637 0.348  -0.304
5 O 1.249 2.217 -0.161  -0.297
6 S 1.699 0.852 0.104  0.751
7 Cl 1.488 -2.185 0.375  0.226
8 H -2.497 0.054 0.496  0.103
9 H -1.079 -0.955 1.304  0.098
10 H -1.029 0.927 1.136  0.076
11 H -0.763 -1.269 -1.176  0.117
12 H -1.044 0.300 -1.619  0.159